# 1
Density functional theory data (ωB97M-V/def2-TZVPD) for a 6-piece molecular cluster, C30H49N7O6S overall at a distorted geometry.

```
93
Properties=species:S:1:pos:R:3:lowdin_charge:R:1
S 7.2042 -1.5906 2.4411 1.039
O 0.4292 0.7389 -2.8089 -0.008
O -2.1379 -0.4138 0.2284 0.005
O 0.7606 -3.6496 1.0361 -0.012
O -4.9096 3.3935 5.2087 0.008
O -3.4735 2.2163 -6.1744 0.009
O 7.2556 -3.1577 -2.2420 0.066
N 5.3386 -1.2303 4.7619 0.063
N -5.2089 0.7730 -5.8699 -0.195
N -6.9173 4.0245 4.3450 -0.201
N -3.0169 1.0176 1.7603 -0.192
N -0.3977 0.3584 -4.8936 -0.177
N 0.6933 -1.7128 -0.1455 -0.164
N 5.1315 -3.2577 -3.1159 0.113
C 1.2358 -0.3850 -0.3823 -0.057
C -0.4228 -2.1671 -0.9537 -0.063
C -2.2551 2.1425 1.2451 -0.034
C 6.7690 2.3783 3.0633 -0.094
C 4.0990 -4.1441 1.8925 -0.029
C -4.6628 1.9590 -6.2027 -0.342
C 7.1612 1.1680 2.5142 -0.106
C -1.0306 -0.8835 -4.4907 -0.045
C 0.2886 1.0617 -3.9778 -0.321
C 3.7671 -2.9284 3.9956 -0.029
C 6.1030 -3.7069 0.4507 -0.156
C 5.2825 -3.4459 1.7115 -0.262
C -6.2977 4.8039 3.2864 -0.038
C 3.3526 -3.8504 3.0674 -0.083
C 1.1892 -2.5295 0.7937 -0.361
C 6.0568 -3.1138 -2.0414 -0.502
C -6.6387 0.5391 -5.9310 -0.057
C -4.3370 -0.3054 -5.4355 -0.039
C 5.9372 2.3863 4.1670 -0.094
C -3.9071 1.2285 2.8871 -0.055
C 5.8422 -0.0284 4.1842 -0.277
C 5.4700 1.2000 4.7101 -0.023
C 5.6731 -2.5149 2.6666 -0.378
C 5.4205 -2.8782 -0.6804 -0.102
C -0.5306 0.7968 -6.2711 -0.050
C 6.7041 0.0037 3.0984 -0.446
C 4.9489 -2.2189 3.8059 -0.269
C -6.1249 3.3793 5.2256 -0.353
C -2.8705 -0.1844 1.1740 -0.324
C -8.3639 3.9659 4.4214 -0.059
H 5.6375 3.3315 4.6159 0.104
H -1.5461 -1.3337 -5.3352 0.080
H -4.4069 0.3005 3.1599 0.086
H -7.0619 5.2610 2.6623 0.087
H -3.6227 -0.5330 -6.2282 0.084
H -8.6771 3.3485 5.2611 0.083
H 2.0336 -2.1046 1.3628 0.122
H 1.5905 -0.3166 -1.4031 0.059
H -2.4791 3.0389 1.8191 0.086
H -7.1577 1.4330 -6.2713 0.083
H 7.8150 1.0930 1.6471 0.107
H -7.0076 0.2697 -4.9393 0.090
H 4.8164 1.2788 5.5775 0.115
H 4.3664 -3.1883 -0.6872 0.112
H -8.7622 3.5390 3.4986 0.089
H -1.1887 1.9226 1.3113 0.089
H 2.0643 -0.1864 0.2996 0.085
H 7.1486 -3.4108 0.5843 0.080
H -4.9218 -1.1925 -5.2044 0.093
H 3.1227 -2.7717 4.8584 0.116
H 5.9443 -1.6015 5.4863 0.141
H -6.6923 2.8196 5.9882 0.134
H -0.1348 -3.0762 -1.4912 0.093
H -3.7840 0.0100 -4.5506 0.086
H -3.4894 -0.9711 1.6380 0.137
H 4.5490 -2.4195 -3.1033 0.091
H -5.6699 5.5808 3.7244 0.095
H 6.1025 -4.7785 0.2111 0.126
H -1.2627 -2.3986 -0.3089 0.073
H 3.8075 -4.8560 1.1231 0.124
H -0.7067 -1.3957 -1.6607 0.053
H -0.0098 1.7394 -6.4263 0.088
H -3.3345 1.5891 3.7420 0.089
H 2.4129 -4.3814 3.2080 0.106
H -0.1042 0.0393 -6.9342 0.090
H -1.5865 0.9314 -6.5026 0.053
H 0.4536 0.3567 -0.2233 0.071
H 0.7288 1.9868 -4.3844 0.136
H -5.4121 2.7054 -6.5150 0.133
H -0.2755 -1.5745 -4.1124 0.093
H -4.6590 1.9735 2.6204 0.071
H -2.5079 2.3056 0.1962 0.093
H 5.6578 -3.2349 -3.9868 0.090
H -8.7645 4.9733 4.5524 0.090
H -1.7434 -0.6769 -3.6907 0.083
H -5.6670 4.1562 2.6760 0.076
H 5.4865 -1.8294 -0.3533 0.131
H 7.1335 3.2884 2.5877 0.106
H -6.8461 -0.2781 -6.6249 0.090
```

DFT total energy = -2405.481531 Eh
frontier orbital gap = 8.180 eV
M = 635.83 g/mol
SMILES = NC(=O)CCc1cccc2c1Sc1ccccc1N2.CN(C)C=O.CN(C)C=O.CN(C)C=O.CN(C)C=O.CN(C)C=O
HOMO energy = -7.768 eV

# 2
Density functional theory data (ωB97M-V/def2-TZVPD) for one molecule with the formula C15H20N2O3 at a distorted geometry.

```
40
Properties=species:S:1:pos:R:3:lowdin_charge:R:1
O -2.2885 -2.2423 4.8849 0.148
O 2.3070 -0.0013 -2.8558 -0.025
O -2.9863 -1.5744 3.1453 0.170
N -2.1532 -1.8053 3.8290 -0.500
N 1.1078 1.7693 -2.2884 -0.043
C -0.4457 2.1677 -4.3081 -0.191
C 0.5667 2.8398 -1.1816 -0.119
C 1.5488 0.5797 -1.9699 -0.554
C -1.0037 -1.6343 3.1286 -0.222
C -2.2093 0.9381 -5.0030 -0.061
C 1.1263 2.2663 -3.6217 -0.104
C 0.2981 -0.5391 -0.1034 0.069
C 1.7146 3.5143 -0.4679 -0.071
C 1.5937 -1.6789 2.0199 -0.078
C -0.8496 -1.2846 1.8327 0.022
C 1.3260 -2.1051 3.1561 -0.086
C 0.4504 -1.0304 1.3316 -0.145
C 1.6903 0.0409 -0.7021 0.058
C -0.8782 0.8584 -4.3308 -0.310
C -0.0162 -2.2728 3.8037 0.086
H 1.9488 1.7783 -4.0273 0.092
H 2.6813 -0.0554 -0.0649 0.150
H 2.4996 2.7854 -0.0091 0.111
H -0.2162 3.3931 -1.6433 0.084
H 0.0344 2.1438 -0.4253 0.117
H 1.4928 3.2250 -3.5737 0.081
H -1.7498 -0.8391 1.5047 0.116
H 2.2887 -2.6484 3.5706 0.155
H -2.0214 1.2152 -5.9323 0.025
H -0.1527 0.5417 -4.7884 0.044
H 1.5169 4.1126 0.2620 -0.005
H -0.9142 0.4953 -3.3648 0.108
H 2.3152 3.9484 -1.3552 0.110
H -1.0924 2.9952 -3.6904 0.138
H -2.7967 1.6219 -4.5673 0.036
H -0.3523 2.9617 -5.2492 0.169
H 0.1268 -2.5505 4.7479 0.076
H -0.6737 -0.3310 -0.5803 0.102
H -2.5874 -0.2070 -5.0417 0.143
H 2.4896 -1.4133 1.4856 0.102
```

DFT total energy = -918.278101 Eh
frontier orbital gap = 7.419 eV
M = 276.34 g/mol
energy relative to the best compared isomer or geometry (same formula, charge and spin) = 16.257 eV
SMILES = CCCCN(CC)C(=O)/C=C/c1cccc([N+](=O)[O-])c1
HOMO energy = -8.182 eV

# 3
Density functional theory data (ωB97M-V/def2-TZVPD) for C23H16BF4N2Os as an isolated structure.

```
47
Properties=species:S:1:pos:R:3:lowdin_charge:R:1
Os 0.6188 0.0701 -0.2243 1.789
F 3.3228 -2.0980 -0.0783 0.219
F 1.0881 -2.2116 -0.6470 0.054
F 2.3158 -0.4266 -1.3793 -0.133
F 2.7336 -2.5729 -2.2521 0.242
N -1.2346 -4.7872 -5.4607 0.187
N 1.9543 0.2078 1.4366 -0.010
C -0.6896 -0.2568 -2.6242 -0.329
C 4.9535 2.0035 0.3267 -0.029
C 1.4789 -0.3851 2.5338 -0.192
C 2.2691 -0.5580 3.6774 0.033
C 0.3248 -0.6733 -3.5027 -0.037
C 3.2229 0.7498 1.4159 -0.185
C 3.5566 -0.1055 3.6578 0.050
C -0.6339 -1.4194 3.4497 0.005
C -2.0181 -2.1625 -3.2957 0.003
C 4.0630 0.5724 2.5310 -0.133
C -0.9776 -2.5831 -4.1252 -0.193
C -2.6330 -1.4212 2.0970 -0.039
C 0.0636 -0.7925 2.4330 -0.170
C 3.6850 1.4952 0.3147 -0.023
C -1.8765 -1.0069 -2.5585 -0.030
C -0.4979 0.9432 -1.7829 -0.208
C 5.3807 1.0919 2.5053 -0.002
C -1.9794 -1.7328 3.2789 -0.024
C 0.1870 -1.8280 -4.2437 0.009
C 5.8208 1.7889 1.4209 -0.039
C -1.9485 -0.8017 1.0591 -0.065
C -0.6009 -0.4865 1.2228 -0.267
C -1.1233 -3.8058 -4.8754 -0.159
B 2.4393 -1.9824 -1.0900 -1.144
H 6.8248 2.1880 1.3977 0.118
H 6.0221 0.9303 3.3616 0.126
H -2.5149 -2.2199 4.0820 0.122
H -2.4620 -0.5713 0.1396 0.081
H -1.3982 1.4062 -1.3806 0.078
H 1.2277 -0.0857 -3.5965 0.124
H 4.1956 -0.2385 4.5219 0.137
H -2.9305 -2.7405 -3.2502 0.131
H 3.0556 1.6788 -0.5441 0.097
H -3.6818 -1.6584 1.9794 0.121
H 5.2982 2.5806 -0.5205 0.120
H -0.1498 -1.6680 4.3838 0.118
H -2.7066 -0.6496 -1.9650 0.109
H 1.8618 -1.0438 4.5500 0.118
H 0.1523 1.7017 -2.2268 0.081
H 0.9758 -2.1476 -4.9096 0.137
```

DFT total energy = -1510.457119 Eh
frontier orbital gap (spin up / spin down) = 7.551 / 6.286 eV
M = 597.43 g/mol
energy relative to the best compared isomer or geometry (same formula, charge and spin) = 0.000 eV
multiplicity = 5
HOMO energy (spin up / spin down) = -11.738 / -12.262 eV
charge = +1
⟨S²⟩ = 6.05

# 4
Density functional theory data (ωB97M-V/def2-TZVPD) for a 2-piece molecular cluster, C4H13N3O overall at a distorted geometry.

```
21
Properties=species:S:1:pos:R:3:lowdin_charge:R:1
O 0.4248 2.4978 -0.8310 -0.083
N 2.8235 0.3760 -0.5572 0.093
N 1.0725 -0.9621 0.4017 0.022
N -1.7465 0.8519 0.7242 -0.002
C -1.2208 -1.3932 -0.2981 -0.196
C 0.2045 -1.0644 -0.7496 -0.264
C 2.2126 -0.4166 0.3887 -0.307
C -1.7485 -0.6146 0.9081 -0.291
H -0.2712 1.8273 -0.8364 -0.008
H 0.5550 -1.9464 -1.3099 0.116
H 2.1723 0.9344 -1.0551 0.042
H -2.7759 -0.8772 1.1548 0.098
H 2.7887 -0.5620 1.3104 0.111
H 0.2487 -0.3004 -1.5378 0.097
H -1.1328 -0.8803 1.7697 0.100
H -1.9555 -1.1338 -1.0727 0.106
H -1.2170 -2.4567 -0.0716 0.105
H -2.5364 1.1083 0.1541 0.068
H -1.8656 1.3046 1.6130 0.065
H 3.5997 0.9196 -0.2009 0.087
H 0.3676 2.7877 0.0956 0.043
```

DFT total energy = -399.695894 Eh
frontier orbital gap = 9.666 eV
M = 119.17 g/mol
energy relative to the best compared isomer or geometry (same formula, charge and spin) = 1.398 eV
SMILES = N/C=N\CCCN.O
HOMO energy = -8.783 eV